Entry i
{"formula": "C6H13N", "method": "ωB97M-V/def2-TZVPD", "elements": ["H", "C", "H", "H", "N", "H", "C", "H", "C", "C", "H", "H", "C", "H", "H", "H", "H", "H", "H", "C"], "xyz": [[-1.421, -1.663, -0.315], [-0.032, 0.722, -0.428], [0.146, 0.203, -1.376], [-0.018, 0.294, 1.699], [1.235, -2.120, -0.491], [-2.334, 0.551, -0.745], [-0.994, -1.364, 0.637], [2.041, -1.614, -0.849], [0.645, -1.554, 0.690], [-0.027, -0.222, 0.742], [0.873, 2.339, 0.713], [-1.805, 1.812, 0.429], [-1.559, 1.282, -0.495], [-1.548, -1.667, 1.520], [1.997, 1.498, -0.357], [1.092, -1.901, 1.620], [-1.565, 2.015, -1.310], [1.502, -3.095, -0.388], [0.803, 2.627, -1.029], [0.967, 1.858, -0.266]], "gap_ha": 0.3562, "e_homo_ev": -8.56, "smiles": "CC(C)[C@H]1C[C@H]1N", "multiplicity": 1, "e_lumo_ev": 1.137}

Entry ii
{"formula": "C6H13N", "method": "ωB97M-V/def2-TZVPD", "elements": ["C", "H", "C", "H", "H", "H", "H", "H", "C", "C", "H", "H", "H", "H", "N", "C", "H", "H", "C", "H"], "xyz": [[-0.660, -0.212, 0.757], [1.316, -2.278, -0.290], [-0.059, -0.683, 2.131], [-0.705, 0.004, -2.631], [-1.880, 0.308, -1.501], [1.976, 0.208, 1.490], [-0.249, -0.084, 3.055], [-0.634, 2.512, -2.618], [-0.167, -0.424, -0.586], [-0.820, 0.376, -1.626], [1.934, -0.766, 2.816], [-1.736, -0.631, 0.762], [0.947, -1.627, -1.964], [0.738, 1.843, -1.519], [1.538, -0.578, 1.941], [-0.363, 1.875, -1.693], [-0.988, 0.906, 0.839], [-0.273, -1.718, 2.334], [0.784, -1.432, -0.880], [-0.699, 2.398, -0.816]], "gap_ha": 0.3518, "e_homo_ev": -8.55, "smiles": "C=C(CC)CCN", "multiplicity": 1, "e_lumo_ev": 1.024}

Relative energies with respect to the most stable structure, expressed in hartree: entry i 0.0000; entry ii 0.0454.

Entry i
{"formula": "C6H13N", "method": "ωB97M-V/def2-TZVPD", "elements": ["H", "H", "C", "C", "C", "C", "H", "C", "H", "H", "C", "H", "H", "H", "H", "N", "H", "H", "H", "H"], "xyz": [[-2.416, 0.174, 2.478], [0.092, 2.123, -0.335], [-1.692, -0.148, 1.720], [0.586, 0.145, -0.628], [-1.564, 0.845, 0.613], [0.487, -1.173, -0.367], [2.292, 0.036, -1.997], [1.390, 0.626, -1.852], [-0.746, -0.149, 2.411], [-0.515, -1.623, -0.385], [-0.088, 1.206, 0.266], [-2.030, 0.561, -0.332], [0.763, 0.515, -2.755], [0.498, 1.256, 1.181], [1.446, 1.702, -1.701], [1.557, -2.090, -0.420], [-2.002, 1.841, 0.816], [2.525, -1.801, -0.321], [1.222, -2.866, 0.133], [-1.803, -1.180, 1.476]], "gap_ha": 0.2854, "e_homo_ev": -6.70, "smiles": "CCC/C(C)=C/N", "multiplicity": 1, "e_lumo_ev": 1.064}

Entry ii
{"formula": "C6H13N", "method": "ωB97M-V/def2-TZVPD", "elements": ["C", "H", "H", "H", "H", "H", "H", "N", "C", "H", "H", "C", "C", "H", "H", "C", "H", "H", "C", "H"], "xyz": [[-1.085, -0.797, -1.706], [1.878, 0.252, 0.434], [1.349, 1.800, -0.121], [-1.331, -2.597, -0.465], [-0.553, 1.357, -1.734], [1.957, 1.593, 2.442], [0.122, -1.215, 1.356], [-0.208, 0.483, 0.087], [0.974, 1.524, 1.978], [-1.596, -0.788, 0.978], [0.417, 2.458, 2.027], [-0.576, -0.856, 0.594], [-0.192, 0.396, -1.384], [0.345, -2.143, -0.906], [0.800, 0.185, -1.811], [-0.640, -1.778, -0.623], [-2.139, -0.540, -1.540], [-0.982, -1.137, -2.737], [1.075, 0.992, 0.571], [0.384, 0.811, 2.559]], "gap_ha": 0.3493, "e_homo_ev": -8.35, "smiles": "CCN1CCCC1", "multiplicity": 1, "e_lumo_ev": 1.152}

Entry iii
{"formula": "C6H13N", "method": "ωB97M-V/def2-TZVPD", "elements": ["H", "C", "H", "H", "H", "H", "C", "H", "H", "H", "C", "H", "H", "C", "H", "H", "C", "C", "N", "H"], "xyz": [[-0.531, -0.319, -1.675], [0.356, 0.589, 0.004], [1.273, -1.339, -0.317], [2.359, 0.010, -0.143], [0.316, 1.408, 0.720], [0.926, -2.663, 2.687], [1.440, -0.428, 0.267], [-2.694, 0.354, -2.756], [-0.124, -1.975, 1.560], [0.121, -1.247, 3.161], [0.623, -1.684, 2.299], [1.759, 0.162, 2.277], [2.718, -1.205, 1.769], [-0.514, 0.530, -0.999], [-3.048, 2.027, -2.582], [-1.471, 1.522, -3.303], [-2.226, 1.316, -2.536], [1.719, -0.782, 1.724], [-1.605, 1.389, -1.222], [-1.398, 2.335, -0.935]], "gap_ha": 0.3278, "e_homo_ev": -7.75, "smiles": "CCC/C=C/NC", "multiplicity": 1, "e_lumo_ev": 1.167}

Entry iv
{"formula": "C6H13N", "method": "ωB97M-V/def2-TZVPD", "elements": ["H", "H", "H", "C", "C", "H", "H", "H", "C", "H", "C", "H", "H", "N", "H", "C", "H", "H", "C", "H"], "xyz": [[1.009, -2.286, -2.436], [-0.648, -1.137, 0.513], [1.212, 1.235, 0.622], [-0.631, 0.216, 2.245], [-0.333, -0.324, -2.066], [-0.571, -2.538, -1.564], [-0.279, 1.855, 3.650], [1.231, 1.308, 2.869], [-0.402, -0.038, 0.793], [-0.590, -2.066, -3.421], [0.564, 0.497, 0.051], [-0.297, -0.585, 2.824], [-0.402, -0.058, -3.114], [0.763, 0.301, -1.306], [-1.351, -0.017, -1.502], [-0.073, -1.982, -2.392], [-1.875, 0.310, 2.404], [1.528, 0.670, -1.868], [0.172, 1.463, 2.723], [-0.087, 2.209, 2.047]], "gap_ha": 0.3186, "e_homo_ev": -7.53, "smiles": "CC/C=C/NCC", "multiplicity": 1, "e_lumo_ev": 1.135}

Relative energies with respect to the most stable structure, expressed in hartree: entry i 0.0839; entry ii 0.0000; entry iii 0.0210; entry iv 0.0886.

Entry i
{"formula": "CH10N3O2", "method": "ωB97M-V/def2-TZVPD", "elements": ["C", "N", "O", "H", "O", "H", "H", "H", "H", "H", "H", "H", "H", "N", "N", "H"], "xyz": [[0.186, -0.486, -0.483], [0.572, -1.747, -0.412], [0.458, 5.704, 1.806], [1.169, 5.764, 2.447], [-1.133, -4.051, -0.247], [-1.292, 0.693, -1.317], [0.641, 1.404, -0.102], [-0.057, 6.511, 1.776], [-0.304, -4.457, -0.546], [-0.104, -2.493, -0.533], [1.547, -1.907, -0.237], [-1.782, -0.866, -0.811], [1.891, 0.306, 0.293], [-1.052, -0.177, -0.871], [1.061, 0.500, -0.261], [-1.800, -4.699, -0.503]], "total_charge": 1, "gap_ha": 0.3920, "e_homo_ev": -13.70, "multiplicity": 1, "e_lumo_ev": -3.029}

Entry ii
{"formula": "CH10N3O2", "method": "ωB97M-V/def2-TZVPD", "elements": ["N", "H", "C", "O", "O", "H", "H", "H", "N", "H", "H", "H", "H", "H", "H", "N"], "xyz": [[-0.116, -0.930, -0.944], [0.635, 0.588, 2.721], [0.902, -0.296, -1.495], [0.006, 0.931, 2.078], [-2.709, 0.198, 2.374], [2.167, 1.216, -1.123], [0.814, 1.307, -0.193], [-0.912, 0.901, 2.371], [1.211, 0.919, -1.037], [-3.669, 0.284, 2.426], [-2.607, -0.556, 2.975], [1.173, -0.844, -3.415], [-0.664, -0.338, -0.325], [2.643, -0.719, -2.591], [-0.523, -1.781, -1.310], [1.650, -0.879, -2.510]], "total_charge": 1, "gap_ha": 0.4307, "e_homo_ev": -14.88, "multiplicity": 1, "e_lumo_ev": -3.163}

Relative energies with respect to the most stable structure, expressed in hartree: entry i 0.0000; entry ii 0.0049.

Entry i
{"formula": "C3H8N2S2", "method": "ωB97M-V/def2-TZVPD", "elements": ["C", "H", "H", "C", "H", "H", "H", "H", "N", "H", "S", "H", "C", "S", "N"], "xyz": [[-0.194, -0.169, -0.039], [0.861, 1.551, -0.843], [-2.993, 0.679, -0.335], [-1.306, -0.382, 0.957], [1.039, -1.716, -2.416], [1.780, -0.541, -1.499], [-0.940, -0.338, 1.983], [0.237, 1.764, 0.795], [-0.089, -1.041, -0.965], [-1.747, -1.364, 0.782], [-2.586, 0.921, 0.914], [1.975, -0.175, 1.720], [0.694, 1.039, 0.121], [2.374, 0.627, 0.726], [0.896, -0.852, -1.902]], "gap_ha": 0.3498, "e_homo_ev": -8.82, "smiles": "NN=C(CS)CS", "multiplicity": 1, "e_lumo_ev": 0.694}

Entry ii
{"formula": "C3H8N2S2", "method": "ωB97M-V/def2-TZVPD", "elements": ["H", "H", "S", "H", "H", "C", "C", "N", "H", "S", "C", "N", "H", "H", "H"], "xyz": [[-0.062, -2.360, -1.258], [-2.121, 0.702, 0.286], [0.847, -0.568, 2.382], [1.595, 2.239, -0.802], [-1.343, 2.286, 0.512], [0.299, -0.598, -0.147], [-1.248, 1.232, 0.645], [0.697, -1.312, 0.836], [-0.472, -0.883, -2.204], [0.527, 1.760, -1.436], [0.196, -1.346, -1.510], [-0.012, 0.775, -0.090], [-1.195, 1.059, 1.678], [1.185, -1.299, -1.967], [1.107, -1.687, 3.076]], "gap_ha": 0.3400, "e_homo_ev": -8.56, "smiles": "C/C(=N/S)N(C)S", "multiplicity": 1, "e_lumo_ev": 0.691}

Relative energies with respect to the most stable structure, expressed in hartree: entry i 0.0000; entry ii 0.0221.

Entry i
{"formula": "C2H4NO3", "method": "ωB97M-V/def2-TZVPD", "elements": ["N", "O", "C", "O", "H", "O", "H", "C", "H", "H"], "xyz": [[-3.245, -0.072, -0.054], [-2.708, 1.021, 0.399], [0.159, 0.155, 0.704], [-4.177, -0.781, -0.026], [-0.020, 1.180, 1.233], [-0.941, -0.690, 0.363], [0.740, 0.274, -0.178], [-1.958, 0.191, -0.482], [0.880, -0.420, 1.497], [-1.603, 0.515, -1.458]], "total_charge": 1, "gap_ha": 0.3047, "e_homo_ev": -16.33, "smiles": "CO[C@@H]1O[N+]1=O", "multiplicity": 1, "e_lumo_ev": -8.039}

Entry ii
{"formula": "C2H4NO3", "method": "ωB97M-V/def2-TZVPD", "elements": ["C", "C", "N", "O", "O", "H", "O", "H", "H", "H"], "xyz": [[0.040, 0.240, -0.813], [-0.265, 0.210, 1.678], [0.293, -0.767, -1.911], [1.488, -0.827, -1.799], [-0.484, -1.143, -2.676], [0.461, 1.013, 2.042], [-0.112, -0.335, 0.337], [-1.229, 0.833, 1.679], [-0.303, -0.501, 2.555], [0.112, 1.277, -1.093]], "total_charge": 1, "gap_ha": 0.3732, "e_homo_ev": -17.24, "multiplicity": 1, "e_lumo_ev": -7.089}

Relative energies with respect to the most stable structure, expressed in hartree: entry i 0.0571; entry ii 0.0000.

Entry i
{"formula": "CH3N3S2", "method": "ωB97M-V/def2-TZVPD", "elements": ["N", "H", "S", "N", "N", "H", "C", "H", "S"], "xyz": [[-1.295, -0.284, -0.964], [-1.835, -0.018, -1.724], [2.110, -0.051, 0.509], [-0.496, 0.663, 0.877], [-1.215, 0.670, -0.101], [-0.987, -1.339, -0.968], [0.604, 0.130, 1.271], [0.777, 0.125, 2.407], [2.337, 0.103, -1.307]], "gap_ha": [0.2549, 0.2550], "e_homo_ev": [-7.63, -7.64], "multiplicity": 1, "e_lumo_ev": [-0.698, -0.696]}

Entry ii
{"formula": "CH3N3S2", "method": "ωB97M-V/def2-TZVPD", "elements": ["H", "S", "N", "S", "H", "N", "C", "N", "H"], "xyz": [[2.782, -2.797, 0.689], [-1.733, -0.113, -0.709], [1.641, -1.489, -0.172], [-3.164, -1.018, 0.552], [-3.555, -0.119, 1.393], [1.192, -0.588, -0.630], [-1.678, 1.428, -0.096], [1.953, -2.326, 0.597], [-0.852, 1.932, -0.462]], "gap_ha": 0.3133, "e_homo_ev": -8.77, "multiplicity": 1, "e_lumo_ev": -0.242}

Relative energies with respect to the most stable structure, expressed in hartree: entry i 0.0000; entry ii 0.0604.